1) Density functional theory data (wB97M-V/def2-TZVPD) for H37O18 as an isolated structure.

Structure (XYZ):
```
55
Properties=species:S:1:pos:R:3:lowdin_charge:R:1
O -1.444 -2.749 1.970 0.010
H 1.983 -2.824 3.454 0.071
H -0.807 -2.225 2.625 0.034
O 2.899 3.180 -1.494 0.025
H -1.417 6.225 1.758 0.055
O 5.341 1.367 -0.565 -0.081
H 6.050 1.690 -1.155 0.047
H -1.820 -2.449 -5.121 0.081
O -4.255 0.179 2.103 -0.017
H 3.097 2.354 -1.432 -0.081
H -5.061 -0.224 2.215 0.007
O -2.802 -1.731 0.190 -0.014
H -1.978 -1.328 -0.364 0.115
H -2.096 -2.115 1.222 0.072
O -1.609 5.438 2.354 -0.156
H -0.803 5.527 3.045 0.108
H -1.121 -3.807 -4.592 0.045
O -3.994 4.103 -1.200 -0.005
H 1.303 3.692 -0.892 -0.034
H -2.389 -0.519 -2.332 0.059
O 3.930 1.399 -4.103 -0.041
H 4.652 1.932 -4.306 -0.001
H 3.894 0.566 -4.645 0.073
O 1.460 -1.336 0.790 -0.078
H 1.706 -1.969 0.076 0.072
H 3.819 -2.582 -0.900 0.018
O -1.034 -2.866 -4.695 -0.055
H -4.836 4.013 -1.636 0.035
H -4.385 0.912 1.434 0.111
O -0.450 -1.490 3.793 -0.047
H -1.140 -1.789 4.422 0.076
H -0.280 -0.491 3.972 0.163
O -2.980 -2.097 3.807 -0.069
H -3.292 -1.428 3.162 0.053
H -3.790 -2.290 4.389 0.145
O 2.825 -3.449 3.370 -0.095
H 1.429 -1.634 1.759 0.078
H 2.892 -3.558 2.406 0.013
O -0.922 -0.224 0.954 -0.174
H -1.102 0.743 0.810 0.072
H 0.132 -0.350 0.590 0.121
O 0.940 -1.103 -3.705 -0.137
H 0.509 -1.976 -3.912 0.001
H 1.487 -1.133 -4.585 0.086
O 3.801 -2.565 0.044 -0.080
H -2.030 -2.928 2.760 0.071
H -3.364 -1.036 0.440 0.016
O -1.791 -0.305 -1.645 -0.002
H 4.895 0.747 -1.218 0.051
H -1.048 0.148 -1.990 0.054
O 0.528 4.244 -0.791 -0.057
H 3.334 3.425 -2.347 0.093
H 0.344 4.113 0.126 -0.001
H -3.972 4.856 -0.719 -0.030
H 4.764 -2.284 0.303 0.123
```

lowest unoccupied orbital energy = -2.600 eV
total charge = +1
Kohn-Sham gap = 9.7 eV
HOMO level = -12.331 eV

2) Density functional theory data (wB97M-V/def2-TZVPD) for a 18-piece molecular cluster, H37O18 overall.

Structure (XYZ):
```
55
Properties=species:S:1:pos:R:3:lowdin_charge:R:1
O -0.465 -3.191 -0.775 0.119
H 1.856 -2.651 3.299 0.051
H 0.436 -3.268 -1.208 0.100
O 1.544 -2.311 -2.116 -0.040
H -0.246 -3.364 0.204 0.079
O -0.158 -4.254 -3.778 -0.039
H 0.137 -4.078 -4.678 0.052
H -1.107 -4.102 -3.764 0.051
O -1.286 -0.517 -3.986 -0.058
H -0.939 -1.343 -4.344 0.017
H -0.904 0.090 -4.631 0.031
O -0.012 -3.563 1.774 -0.033
H -0.354 -4.317 2.267 0.091
H -0.323 -2.801 2.301 0.036
O -3.226 2.459 0.298 -0.045
H -3.945 2.977 0.669 0.051
H -3.571 1.911 -0.411 0.044
O 2.498 4.326 0.395 -0.045
H 2.242 4.522 -0.530 0.075
H 3.058 3.589 0.089 0.056
O 3.245 1.172 -2.281 -0.053
H 3.190 0.718 -1.426 -0.008
H 3.981 1.786 -2.286 0.046
O -1.327 -0.946 -0.231 0.031
H -1.652 -0.801 0.680 0.055
H -0.811 -2.185 -0.654 0.067
O -1.503 3.711 -2.308 -0.056
H -1.741 3.021 -1.687 -0.008
H -1.720 3.509 -3.218 0.028
O -1.651 -0.116 5.363 -0.044
H -0.837 0.039 5.851 0.049
H -2.020 -0.923 5.733 0.052
O 1.759 -0.199 -4.372 -0.063
H 2.630 -0.257 -3.959 0.023
H 1.713 0.713 -4.661 0.043
O 1.150 -2.045 3.535 -0.049
H -0.577 -0.357 -0.386 0.095
H 1.446 -1.139 3.438 0.034
O -2.242 2.018 2.907 -0.051
H -2.485 2.100 3.843 0.061
H -2.895 1.349 2.665 0.036
O 2.600 -0.058 0.239 -0.050
H 3.514 -0.377 0.291 0.066
H 2.567 0.461 1.056 0.045
O 0.150 0.951 2.025 -0.070
H 0.087 1.769 1.493 0.015
H -0.166 1.266 2.883 0.049
O -1.553 -1.003 2.541 -0.069
H -1.063 -0.246 2.131 -0.004
H -2.243 -0.605 3.063 0.025
O -0.071 3.253 0.436 -0.056
H 0.795 3.683 0.272 0.011
H -0.267 3.710 1.269 0.067
H 1.338 -1.388 -2.330 0.045
H 1.423 -2.701 -2.995 0.048
```

lowest unoccupied orbital energy = -2.481 eV
total charge = +1
Kohn-Sham gap = 10.6 eV
HOMO level = -13.049 eV

3) Density functional theory data (wB97M-V/def2-TZVPD) for a 18-piece molecular cluster, H37O18 overall.

Structure (XYZ):
```
55
Properties=species:S:1:pos:R:3:lowdin_charge:R:1
O -1.640 -3.085 1.489 0.092
H 1.524 -2.623 1.493 0.024
H -0.769 -2.491 1.641 0.102
O 3.673 3.148 -1.107 -0.051
H -3.034 4.966 1.311 0.003
O 4.754 0.790 -1.012 -0.066
H 4.989 1.504 -1.606 0.035
H 0.295 -3.185 -4.981 0.011
O -4.073 -0.739 2.502 -0.041
H 4.290 2.639 -0.554 0.038
H -4.563 -1.217 1.829 0.024
O -2.990 -2.109 -0.342 -0.020
H -3.956 -2.083 -0.350 0.093
H -2.174 -2.627 0.682 0.071
O -2.912 4.980 2.277 -0.069
H -2.490 4.109 2.213 0.023
H -0.750 -1.982 -4.549 -0.002
O -3.873 3.550 -0.129 -0.048
H 2.037 4.147 0.026 -0.005
H -1.553 0.278 -1.951 0.047
O 3.520 0.378 -3.194 -0.035
H 3.433 1.306 -2.961 0.031
H 2.920 0.355 -3.922 0.021
O 1.514 -0.589 -0.038 -0.033
H 2.037 -0.551 -0.844 0.042
H 4.617 -2.008 1.230 0.016
O -0.559 -2.881 -4.787 -0.021
H -4.692 4.050 -0.074 0.055
H -3.382 -1.331 2.811 -0.022
O -0.323 -1.350 2.471 -0.057
H 0.175 -1.376 3.290 0.091
H -0.355 -0.400 2.167 0.041
O -3.122 -2.966 3.696 -0.026
H -2.509 -3.699 3.586 0.073
H -4.002 -3.213 3.977 0.095
O 1.749 -2.723 2.425 -0.046
H 2.139 -0.570 0.699 0.058
H 1.312 -3.550 2.657 0.054
O -0.219 0.963 1.338 -0.041
H -0.616 1.771 0.998 0.067
H 0.479 0.925 0.657 0.040
O -0.008 0.321 -3.420 -0.021
H 0.890 0.248 -3.117 0.014
H 0.130 0.534 -4.350 0.067
O 5.178 -1.338 0.880 -0.022
H -2.043 -2.785 2.355 0.064
H -2.790 -1.214 -0.771 0.041
O -2.310 -0.311 -1.930 -0.012
H 5.269 0.012 -1.239 0.057
H -2.307 -0.911 -2.680 0.072
O 1.295 3.998 0.620 -0.053
H 4.040 4.019 -0.911 0.065
H 0.736 4.761 0.435 0.043
H -3.829 3.138 -0.993 0.037
H 4.846 -0.982 0.054 -0.013
```

lowest unoccupied orbital energy = -2.804 eV
total charge = +1
Kohn-Sham gap = 10.1 eV
HOMO level = -12.900 eV

Most stable structure among those shown: 2).